Entry 1:
29
Properties=species:S:1:pos:R:3:forces:R:3:nbo_charge:R:1 method="wB97M-V/def2-TZVPD" orbital_gap_ev=6.649 spin_multiplicity=1 charge=+1 e_above_lowest_ev=1.856 energy_ha=-622.596957 lumo_ev=-5.1
C 3.5145 -0.5292 0.0872 1.95 -2.55 -0.77 -0.6558
C 1.0505 1.1820 -0.2130 0.53 1.30 -1.78 -0.4433
C 1.0273 -0.1709 1.6866 1.28 -2.46 2.27 -0.4219
C -2.7293 1.3459 -1.7629 -1.07 0.40 1.64 -1.2073
C -1.3014 -1.3751 -1.0368 -0.83 0.30 1.72 -1.1666
C -3.0884 0.2391 1.3739 1.93 0.08 0.23 -1.1982
C 2.1540 -0.9849 -0.3586 -0.69 -2.03 2.50 -0.2116
N 1.1175 -0.2141 0.2710 -1.39 1.36 -1.48 -0.4982
Si -2.4329 0.0728 -0.4070 0.29 -0.87 -1.98 1.9416
H 3.5606 0.2800 0.7582 -0.28 1.11 0.72 0.2133
H 4.0373 -1.3686 0.5882 -0.10 0.50 -0.14 0.2297
H 4.1288 -0.3027 -0.7941 -0.04 0.15 0.33 0.2250
H 2.0143 1.7601 0.0759 -1.69 -0.49 -0.13 0.2096
H 1.0026 1.3551 -1.4070 0.06 -1.06 2.57 0.2155
H 0.1120 1.7177 0.1813 1.42 -0.65 -0.19 0.1779
H 0.9069 -1.2016 2.2440 0.65 1.37 -1.57 0.2153
H 1.9180 0.3238 2.2183 -1.49 -0.16 -0.55 0.1977
H 0.0522 0.2109 1.8701 -0.45 1.31 0.84 0.1738
H -2.4348 2.2876 -1.1801 -0.61 -0.67 -1.36 0.2752
H -2.1746 1.1791 -2.6909 0.19 0.06 0.48 0.2863
H -3.8424 1.3467 -2.0374 1.39 0.34 0.62 0.2999
H -0.5947 -1.1911 -1.8863 -0.85 0.31 0.88 0.2891
H -0.7408 -1.4194 -0.0553 0.04 -0.70 -1.24 0.2832
H -1.8663 -2.3275 -1.2215 0.36 0.84 0.34 0.2878
H -3.7828 -0.5593 1.7098 0.63 0.24 -0.35 0.3072
H 1.8749 -2.1220 -0.2287 0.95 1.97 0.29 0.1979
H -3.5380 1.2248 1.6517 0.51 -0.73 -0.54 0.2965
H 2.1061 -0.8826 -1.3758 -0.53 0.57 -2.67 0.1979
H -2.0508 0.1232 1.9394 -2.15 0.15 -0.69 0.2826

***

Entry 2:
75
Properties=species:S:1:pos:R:3:forces:R:3:mulliken_charge:R:1 method="wB97M-V/def2-TZVPD" orbital_gap_ev="6.911 / 7.523" spin_multiplicity=2 charge=-1 e_above_lowest_ev=0.656 s_squared=0.789 energy_ha=-7962.479053 lumo_ev="2.0 / 1.8"
W -1.4745 0.8142 -0.8073 -0.22 -0.37 0.23 2.0263
O -3.9001 4.1316 3.9529 0.01 0.01 0.02 -0.5716
C -3.3785 3.3564 2.9787 0.02 -0.05 -0.06 0.9511
C -2.1192 2.7659 3.0854 -0.07 0.04 0.02 -0.7699
C -1.6813 1.9950 2.0377 0.08 -0.03 -0.02 -0.1821
N -2.4073 1.7893 0.9451 0.15 -0.05 0.02 0.5519
C -3.5903 2.3789 0.8304 -0.05 0.01 -0.07 0.2160
C -4.1319 3.1581 1.8254 0.05 0.00 0.05 -0.8853
C -4.2016 2.1217 -0.5188 -0.15 -0.02 0.10 0.2358
O -5.3185 2.4893 -0.8036 0.06 0.02 0.04 -0.7343
O -3.3806 1.4561 -1.2626 0.21 0.00 -0.14 -0.6248
C -0.3492 1.3105 1.9568 -0.15 0.06 0.13 0.1782
O 0.4714 1.3441 2.8501 -0.03 0.02 -0.02 -0.7318
O -0.2382 0.6743 0.8361 -0.10 -0.13 -0.21 -0.2476
H -3.2604 4.2258 4.6674 -0.01 0.00 0.00 0.3203
H -1.4745 2.8976 3.9455 0.00 0.00 0.00 0.4612
H -5.0993 3.6171 1.6829 0.00 0.00 0.00 0.5524
Cl -1.8278 0.5542 -3.2934 0.16 0.19 0.27 -0.4318
Ge -0.4163 2.6232 -3.9001 0.00 0.13 -0.05 0.5576
Cl -2.1865 3.9413 -4.1835 -0.04 0.05 0.02 -0.4147
Cl -0.2064 1.9572 -6.0643 0.02 -0.10 -0.04 -0.4716
C -0.1177 -2.6914 1.5672 0.01 0.02 0.05 -0.4340
Ge -1.9190 -2.1164 1.0473 0.08 -0.05 -0.04 0.5898
C -2.9998 -3.7186 0.6857 -0.01 0.00 0.00 -1.3266
C -2.7091 -1.2157 2.6044 -0.06 0.04 -0.05 -1.2795
C -1.8808 -1.0465 -0.5744 0.06 0.19 -0.01 -0.4551
H -0.1591 -3.4786 2.3225 -0.01 0.00 0.00 0.5136
H 0.4288 -1.8427 1.9783 0.02 0.01 0.01 0.2772
H 0.4249 -3.0698 0.7017 0.05 -0.04 -0.06 -0.3444
H -3.0780 -4.3437 1.5771 -0.01 -0.01 0.00 0.3805
H -2.5493 -4.3108 -0.1128 0.02 0.01 0.00 0.3360
H -4.0034 -3.4324 0.3684 -0.01 -0.02 0.01 0.3538
H -3.0001 -1.9661 3.3421 0.00 0.00 0.00 0.5404
H -3.5984 -0.6472 2.3251 0.02 0.00 0.01 0.2776
H -1.9957 -0.5419 3.0793 0.01 0.00 0.00 0.3444
H -1.9636 -1.6891 -1.4628 -0.14 0.01 0.02 0.4276
F 2.9377 6.6391 0.6826 0.00 0.00 0.00 -0.3325
C 2.0504 5.7028 0.3072 0.04 -0.01 0.00 0.7360
C 2.4679 4.5429 -0.3145 0.00 0.01 0.00 0.0082
F 3.7752 4.3473 -0.5424 0.00 0.00 0.00 -0.3382
C 1.5555 3.5776 -0.7019 0.04 0.00 -0.05 0.2641
F 2.0349 2.4667 -1.2857 0.00 0.02 0.00 -0.2762
C 0.1751 3.7204 -0.4969 -0.21 0.10 0.26 -0.0933
O -0.7326 2.8584 -0.8293 0.18 -0.19 -0.57 -0.4909
C -0.2054 4.9129 0.1520 0.06 0.02 0.03 0.1037
F -1.5054 5.1015 0.4293 -0.02 0.00 0.00 -0.3794
C 0.6983 5.8784 0.5426 -0.05 -0.01 0.00 0.2069
F 0.2738 6.9888 1.1636 0.00 -0.01 0.00 -0.3245
C 2.3825 -0.2717 0.3874 0.02 -0.02 0.03 -0.9062
C 1.9291 -0.4142 -1.0246 0.09 0.08 0.07 0.4127
N 0.8201 -0.0532 -1.6562 -0.04 0.12 -0.02 0.6662
C 1.0475 -0.3372 -2.9975 -0.02 -0.06 0.05 -0.8025
C 2.2673 -0.8840 -3.1689 -0.03 0.05 0.05 -1.3585
N 2.8277 -0.9352 -1.9131 -0.08 -0.04 -0.05 0.4279
C 4.0698 -1.5836 -1.6038 0.08 -0.01 -0.07 -1.0806
N 3.8713 -2.8083 -0.8533 -0.12 0.09 0.06 0.7913
N 4.7045 -3.1014 0.1657 0.04 -0.03 -0.01 -0.7920
N 4.3408 -4.1948 0.7186 -0.08 -0.02 -0.02 -0.5733
C 3.2100 -4.6504 0.0705 0.09 0.04 0.04 0.5190
C 2.4173 -5.7769 0.3123 -0.01 -0.02 0.01 -0.7823
C 1.3208 -5.9575 -0.4945 -0.02 0.02 0.00 -0.5925
C 1.0025 -5.0389 -1.5198 0.00 0.01 0.04 -0.6278
C 1.7681 -3.9246 -1.7694 0.03 -0.01 0.02 -0.6168
C 2.8936 -3.7555 -0.9495 -0.04 0.02 -0.04 1.0817
H 1.6815 0.2838 0.9888 0.11 -0.06 -0.05 -0.3479
H 3.3408 0.2531 0.3977 0.02 -0.01 -0.02 0.3960
H 2.5333 -1.2530 0.8423 -0.02 0.00 0.02 0.1518
H 0.3240 -0.1483 -3.7605 -0.07 0.00 -0.04 0.9051
H 2.7831 -1.2227 -4.0498 0.00 -0.01 0.00 0.4024
H 4.7242 -0.9520 -1.0058 -0.01 -0.04 0.04 0.4224
H 4.5589 -1.8067 -2.5524 0.01 0.05 0.00 0.3601
H 2.6643 -6.4634 1.1105 0.00 0.00 0.00 0.4354
H 0.6725 -6.8094 -0.3377 0.00 0.00 0.00 0.3815
H 0.1146 -5.2070 -2.1157 0.00 0.00 0.00 0.4393
H 1.4961 -3.2148 -2.5381 0.00 0.00 0.01 0.4164

***

Entry 3:
9
Properties=species:S:1:pos:R:3:forces:R:3:nbo_charge:R:1 method="wB97M-V/def2-TZVPD" orbital_gap_ev=10.139 spin_multiplicity=1 smiles=FCCS e_above_lowest_ev=0.758 energy_ha=-577.206838 lumo_ev=0.9
C -0.2845 0.6332 -0.3535 1.28 -0.45 2.62 -0.5985
C 0.7239 -0.3293 0.2266 1.15 -1.41 -0.32 0.0438
H -2.0405 -0.3814 0.8414 -0.12 -0.01 0.71 0.1174
H -0.0904 1.5534 0.2596 -1.69 -0.45 -0.60 0.2378
H 0.1234 0.8250 -1.2946 -0.04 0.37 -1.87 0.2484
H 1.2517 -0.0651 1.1161 -0.35 0.50 1.14 0.1642
H 0.2705 -1.3240 0.2926 0.38 0.21 0.44 0.1705
F 1.7840 -0.4819 -0.6518 0.79 -0.05 -0.99 -0.3825
S -1.7381 -0.4300 -0.4364 -1.39 1.29 -1.12 -0.0011

***

Copy entry 3 word for word.
9
Properties=species:S:1:pos:R:3:forces:R:3:nbo_charge:R:1 method="wB97M-V/def2-TZVPD" orbital_gap_ev=10.139 spin_multiplicity=1 smiles=FCCS e_above_lowest_ev=0.758 energy_ha=-577.206838 lumo_ev=0.9
C -0.2845 0.6332 -0.3535 1.28 -0.45 2.62 -0.5985
C 0.7239 -0.3293 0.2266 1.15 -1.41 -0.32 0.0438
H -2.0405 -0.3814 0.8414 -0.12 -0.01 0.71 0.1174
H -0.0904 1.5534 0.2596 -1.69 -0.45 -0.60 0.2378
H 0.1234 0.8250 -1.2946 -0.04 0.37 -1.87 0.2484
H 1.2517 -0.0651 1.1161 -0.35 0.50 1.14 0.1642
H 0.2705 -1.3240 0.2926 0.38 0.21 0.44 0.1705
F 1.7840 -0.4819 -0.6518 0.79 -0.05 -0.99 -0.3825
S -1.7381 -0.4300 -0.4364 -1.39 1.29 -1.12 -0.0011